# 1
The following is a DFT calculation (wB97M-V/def2-TZVPD) of a cluster of 6 separate species, C23H47N2O10 in total at a distorted geometry.

Values from the calculation:
relative energy (zero: lowest compared OMol25 entry of this formula, charge and spin)	0.0	kcal per mole
frontier orbital gap	2.940	eV
total charge	-1
E_tot	-1766.33754	hartree
E_HOMO	-0.949	eV

CARTESIAN COORDINATES (ANGSTROEM)
O -5.920 1.513 3.735
O -3.532 -0.203 -0.719
O -2.237 1.359 -1.667
O 7.114 -3.936 -3.165
O 3.239 0.175 -3.728
O 6.914 -1.708 -3.080
O 0.605 -2.924 2.982
O 2.537 -4.017 2.691
O 1.302 -0.205 -2.671
O -6.868 3.071 2.436
N -1.554 5.519 1.789
N -0.182 5.479 1.618
C 8.690 -2.710 -4.450
C -1.877 2.223 -2.759
C -5.778 0.808 4.981
C 1.237 -3.798 2.396
C -3.374 0.632 -1.605
C 7.426 -0.375 -3.258
C -8.099 2.454 4.371
C -6.908 2.391 3.457
C -4.477 0.927 -2.581
C -1.316 2.870 2.257
C -2.501 3.595 -2.594
C 0.605 -4.578 1.279
C 2.645 -0.306 -2.767
C 3.311 -5.127 2.201
C -2.096 4.292 2.061
C 3.407 -0.934 -1.635
C -6.620 -0.452 4.990
C -3.756 4.253 2.242
C 0.497 -0.886 -1.691
C 7.052 0.172 -4.622
C 7.534 -2.832 -3.498
C 3.885 -4.824 0.831
C 0.442 -0.101 -0.395
H 4.483 -3.907 0.860
H 0.839 -1.915 -1.548
H -5.989 1.464 5.831
H -4.720 0.532 5.061
H 7.395 1.205 -4.731
H 0.070 0.912 -0.577
H -4.164 5.125 2.907
H -0.215 -0.594 0.327
H 0.671 -3.999 0.355
H -7.878 2.186 5.402
H 1.043 -5.563 1.128
H -6.465 -1.014 5.916
H 9.248 -1.781 -4.348
H -2.118 1.763 -3.722
H 4.518 -5.647 0.487
H -4.127 1.318 -3.535
H -4.303 4.219 1.205
H 4.134 -5.267 2.910
H 3.097 -4.663 0.090
H 7.487 -0.424 -5.428
H -0.512 -0.952 -2.112
H 3.747 -0.151 -0.953
H -4.018 3.224 2.786
H -1.657 2.441 3.318
H -2.179 4.265 -3.396
H 1.433 0.003 0.055
H 2.728 -6.052 2.220
H -0.448 -4.747 1.527
H -3.593 3.544 -2.604
H 8.503 -0.339 -3.070
H -2.214 4.032 -1.632
H 2.839 -1.681 -1.083
H -0.149 2.921 2.249
H -6.359 -1.093 4.142
H -4.998 -0.008 -2.808
H 9.399 -3.517 -4.239
H -8.463 3.487 4.395
H -0.786 2.321 -2.729
H -5.178 1.632 -2.128
H -7.686 -0.226 4.898
H 5.966 0.144 -4.760
H -1.706 2.081 1.451
H 0.311 5.125 2.474
H 8.323 -2.810 -5.474
H 6.957 0.243 -2.484
H 4.275 -1.456 -2.050
H -8.885 1.803 3.981

***

# 2
The following is a DFT calculation (wB97M-V/def2-TZVPD) of a cluster of 5 separate species, C23H47NO11S4Si in total at a distorted geometry.

Values from the calculation:
relative energy (zero: lowest compared OMol25 entry of this formula, charge and spin)	0.0	kcal per mole
frontier orbital gap	9.327	eV
E_tot	-3669.12362	hartree
E_HOMO	-8.780	eV
SMILES	C[Si](C)(C)[C@H]1OC(=O)O[C@H]1CN.O=S1(=O)CCCC1.O=S1(=O)CCCC1.O=S1(=O)CCCC1.O=S1(=O)CCCC1

CARTESIAN COORDINATES (ANGSTROEM)
S 1.511 -4.783 -0.305
S -4.259 1.552 -3.724
S 0.586 2.528 4.810
S 3.239 2.482 -2.817
Si -1.905 -0.730 0.061
O 2.310 3.042 -3.770
O -5.464 1.844 -2.990
O 1.562 -2.235 1.681
O 0.692 -5.690 0.465
O 0.899 -0.385 0.429
O 1.766 -3.427 0.133
O -0.358 3.050 3.855
O 1.449 1.413 4.501
O 4.095 1.368 -3.149
O -2.953 1.649 -3.120
O 2.910 -0.439 1.595
N 0.780 -1.462 4.071
C -0.154 -1.366 0.501
C 3.291 2.592 -0.200
C 1.591 3.869 5.447
C 3.816 3.953 -0.672
C 2.027 -5.365 -2.857
C -1.680 1.101 -0.469
C 2.367 2.099 -1.307
C 1.170 4.063 6.908
C 3.068 -5.585 -0.663
C 0.664 2.711 7.423
C 0.106 -2.276 1.725
C -4.432 -0.059 -4.482
C -4.364 1.462 -6.385
C -0.268 2.178 6.340
C -0.360 -1.830 3.168
C 4.251 3.796 -2.133
C -3.188 -0.842 1.453
C -4.277 2.490 -5.253
C 0.909 -4.765 -1.998
C -2.572 -1.620 -1.509
C 1.894 -0.953 1.242
C 2.819 -6.330 -1.970
C -5.081 0.227 -5.831
H 3.754 -6.636 -2.440
H -2.626 1.671 -0.345
H 2.225 -7.229 -1.781
H -2.984 -0.043 2.210
H 3.343 -6.242 0.160
H 2.768 2.668 0.753
H 4.642 4.304 -0.052
H -4.193 -0.630 1.003
H 0.151 2.809 8.380
H 0.092 -2.054 -0.355
H 1.508 2.029 7.559
H -3.369 3.087 -5.318
H 1.429 2.657 -1.314
H -1.211 2.725 6.328
H 1.413 4.764 4.853
H -3.347 -2.347 -1.152
H -1.066 -0.969 3.183
H 4.125 1.898 -0.073
H -0.290 -3.302 1.548
H 2.688 -4.568 -3.209
H 0.683 -3.739 -2.288
H -0.917 1.558 0.218
H 1.621 -5.865 -3.737
H 2.636 3.573 5.367
H -3.206 -1.844 1.952
H -5.032 -0.705 -3.843
H 1.999 4.439 7.508
H -5.150 3.142 -5.236
H 0.418 -1.524 5.026
H -4.996 -0.627 -6.504
H -3.087 -0.824 -2.095
H -1.293 1.128 -1.512
H 5.294 3.492 -2.210
H 3.016 4.695 -0.604
H -0.822 -2.729 3.653
H -1.775 -2.129 -2.091
H 0.929 -0.458 3.920
H 2.167 1.031 -1.254
H 4.088 4.709 -2.704
H -6.144 0.447 -5.696
H 3.820 -4.806 -0.791
H 0.364 4.799 6.964
H -3.357 1.184 -6.708
H -3.432 -0.477 -4.607
H 0.003 -5.370 -2.040
H -0.456 1.108 6.423
H -4.882 1.875 -7.252

***

# 3
The following is a DFT calculation (wB97M-V/def2-TZVPD) of a structure of composition C23H48F6N4O8S3ScSi.

Values from the calculation:
relative energy (zero: lowest compared OMol25 entry of this formula, charge and spin)	6.8	kcal per mole
frontier orbital gap	9.307	eV
total charge	+1
E_tot	-4570.28433	hartree
E_HOMO	-11.506	eV

CARTESIAN COORDINATES (ANGSTROEM)
Sc 0.131 0.113 0.191
S 0.489 0.037 -2.248
S 1.777 1.328 2.855
S -0.974 1.949 2.847
Si -1.409 -0.816 -2.252
F 3.470 -0.200 4.061
F -1.630 1.691 5.357
F -1.332 -0.177 4.301
F -3.120 0.997 3.942
F 1.422 -0.459 4.722
F 2.548 1.282 5.348
O -1.135 1.022 1.711
O 1.480 0.217 1.934
O 0.915 -1.921 0.414
O -2.560 0.048 -2.999
O 2.840 2.196 2.478
O -1.697 -0.900 -0.567
O -1.498 -2.338 -2.793
O -1.606 3.214 2.704
N 2.776 2.514 -1.051
N 0.719 2.178 0.000
N 0.500 2.078 3.336
N 1.427 4.331 -0.591
C -3.054 -2.857 -4.555
C -2.795 -1.723 0.029
C 3.474 3.204 -2.130
C -2.365 -3.182 0.051
C -1.011 -4.240 -4.114
C -0.774 -1.952 -5.097
C 1.628 2.981 -0.524
C -4.062 -1.537 -0.791
C 0.089 4.860 -0.370
C 2.499 5.239 -0.171
C 2.668 -3.540 0.254
C -4.360 1.506 -3.453
C -1.586 -2.834 -4.158
C 1.690 -2.688 -0.565
C -2.023 2.114 -4.117
C -1.827 1.058 4.217
C -3.013 -1.227 1.443
C -2.892 1.452 -3.057
C 1.044 -2.612 1.685
C -2.680 2.107 -1.697
C 2.488 -3.048 1.697
C 3.324 1.210 -0.726
C 2.341 0.433 4.361
H 0.271 -1.912 -4.785
H -1.067 -4.703 -5.099
H -1.170 -0.934 -5.121
H 0.066 5.885 -0.735
H 0.759 -1.927 2.480
H -4.982 1.023 -2.699
H 3.140 0.492 -1.528
H 0.374 -3.474 1.678
H 2.174 -1.970 -1.219
H -1.466 -3.305 0.653
H 0.034 -4.210 -3.802
H -3.941 -1.903 -1.810
H -1.571 -4.856 -3.408
H -4.686 2.541 -3.564
H 3.690 -3.423 -0.099
H 2.676 -3.828 2.433
H -3.162 -3.268 -5.560
H -2.109 -1.346 2.045
H 2.909 0.845 0.207
H -4.355 -0.488 -0.827
H 3.638 2.495 -2.942
H 2.872 4.026 -2.505
H -1.618 2.114 -1.442
H -3.235 1.584 -0.915
H -0.190 4.873 0.691
H -4.866 -2.102 -0.318
H -3.032 3.140 -1.731
H 2.608 6.057 -0.883
H -4.508 0.991 -4.403
H 3.133 -2.196 1.915
H -0.968 2.041 -3.848
H -2.290 3.166 -4.222
H 4.443 3.583 -1.800
H 2.260 5.655 0.811
H -3.469 -1.848 -4.541
H -0.644 4.283 -0.932
H -3.159 -3.777 0.501
H -3.801 -1.818 1.909
H -2.172 1.624 -5.081
H 0.988 -3.277 -1.153
H 0.030 2.743 0.483
H 3.439 4.707 -0.086
H -3.316 -0.182 1.452
H -2.174 -3.551 -0.953
H 4.401 1.310 -0.586
H -3.623 -3.483 -3.866
H -0.821 -2.356 -6.109
H 2.406 -4.595 0.180

***

# 4
The following is a DFT calculation (wB97M-V/def2-TZVPD) of a structure of composition C23H48LuNO2P3 at a distorted geometry.

Values from the calculation:
relative energy (zero: lowest compared OMol25 entry of this formula, charge and spin)	0.0	kcal per mole
frontier orbital gap	5.474	eV
total charge	+3
E_tot	-3369.13155	hartree
E_HOMO	-15.751	eV

CARTESIAN COORDINATES (ANGSTROEM)
Lu -0.121 -0.357 -0.139
P 2.245 -0.473 -1.645
P 2.082 0.880 1.348
P -0.658 2.297 -0.933
O -1.093 -1.168 -2.949
O -1.069 -0.171 1.652
N -2.562 0.516 3.188
C 1.630 1.240 3.084
C -0.329 -2.878 -0.417
C 2.792 2.505 0.856
C -1.167 -3.313 -5.926
C -1.522 -0.234 2.874
C 3.622 -0.077 1.638
C -0.835 -2.818 -4.665
C -2.298 -2.815 -6.597
C -3.115 -1.857 -5.975
C -0.935 -1.143 3.896
C 1.726 -0.752 -3.373
C 3.282 -1.965 -1.434
C -2.132 2.189 -2.038
C -0.482 -0.463 5.194
C -2.603 0.857 5.670
C -2.803 -1.365 -4.701
C -1.242 3.591 0.206
C -3.367 0.412 4.432
C -1.617 -1.825 -4.089
C -1.608 -0.179 6.171
C 3.557 0.758 -1.965
C 0.433 3.259 -2.068
C 0.557 -2.722 0.644
H 0.149 -2.750 1.655
H -0.070 -3.321 -1.380
H 2.386 1.895 3.543
H -3.719 -0.624 4.573
H 1.616 -2.963 0.589
H -1.166 0.189 7.102
H -3.975 -1.465 -6.525
H 2.580 -1.122 -3.952
H 2.665 -2.831 -1.162
H -1.413 -2.885 -0.216
H -1.897 4.309 -0.301
H -2.086 1.807 5.464
H 0.915 -1.486 -3.388
H 0.269 -1.100 5.678
H -1.748 -0.660 -2.421
H -0.086 4.127 -2.510
H 1.322 3.622 -1.530
H -4.244 1.052 4.301
H -2.445 3.203 -2.325
H 4.145 -0.286 0.697
H 4.060 -1.803 -0.679
H -2.524 -3.170 -7.604
H -2.127 -1.113 6.436
H -1.897 1.624 -2.951
H 4.285 0.500 2.299
H -1.690 -1.922 4.111
H 1.995 3.247 0.722
H 1.595 0.296 3.645
H -2.968 1.693 -1.530
H -2.959 1.049 2.415
H -0.523 -4.052 -6.392
H 3.360 -1.022 2.133
H 0.022 0.481 4.961
H -0.413 4.143 0.656
H 3.115 1.752 -2.109
H 1.343 0.175 -3.815
H -1.812 3.122 1.014
H 4.040 0.437 -2.900
H 0.655 1.747 3.128
H 3.366 2.410 -0.073
H 4.307 0.780 -1.166
H 0.063 -3.162 -4.141
H 3.741 -2.119 -2.419
H -3.433 -0.618 -4.216
H 0.783 2.610 -2.888
H -0.082 -1.638 3.423
H -3.336 1.063 6.461
H 3.467 2.846 1.652

***

# 5
The following is a DFT calculation (wB97M-V/def2-TZVPD) of a structure of composition C23H48LuNOP3S at a distorted geometry.

Values from the calculation:
relative energy (zero: lowest compared OMol25 entry of this formula, charge and spin)	16.8	kcal per mole
frontier orbital gap (spin up / spin down)	4.553 / 3.913	eV
total charge	+3
E_tot	-3691.98987	hartree
E_HOMO (spin up / spin down)	-15.948 / -16.139	eV

CARTESIAN COORDINATES (ANGSTROEM)
Lu 0.225 -0.145 0.053
S 1.358 -1.637 -1.812
P -0.742 2.077 1.482
P 2.472 1.411 -0.149
P -2.520 -0.372 -0.466
O 0.390 -1.005 1.888
N -0.999 -1.377 3.601
C 1.294 -3.531 -7.604
C 0.233 -1.382 3.120
C -3.276 0.972 -1.481
C -2.212 1.947 2.565
C 0.353 -2.276 -4.251
C 0.204 0.379 -5.105
C 1.378 -1.866 3.955
C 0.712 0.091 -3.846
C -0.145 -1.988 -5.507
C 3.664 0.705 -1.346
C 0.428 2.772 2.710
C -2.630 -1.784 -1.639
C 0.652 -1.159 6.337
C -0.166 -0.667 -5.967
C -1.175 3.599 0.548
C 0.971 -2.354 -8.166
C -0.788 -0.776 5.996
C 2.448 3.170 -0.695
C 3.523 1.556 1.329
C 1.671 -1.001 5.195
C -1.424 -1.726 4.985
C -3.881 -0.743 0.700
C 0.785 -1.239 -3.383
H 3.928 -0.324 -1.067
H 3.224 0.654 -2.349
H 1.771 3.275 -1.554
H 0.521 -4.296 -7.431
H 0.096 1.422 -5.417
H 2.331 -3.825 -7.381
H -2.235 -1.517 -2.632
H -4.197 0.614 -1.970
H -2.034 3.414 -0.108
H 0.982 -0.535 7.177
H -2.553 1.286 -2.249
H -2.016 -2.606 -1.247
H -2.525 -1.661 5.018
H 1.006 0.932 -3.222
H -3.710 -0.264 1.672
H 0.820 1.980 3.359
H 2.239 -1.877 3.280
H -3.135 1.765 2.010
H 4.557 1.345 -1.350
H 2.994 2.022 2.173
H -0.334 3.919 -0.079
H 3.475 3.442 -0.991
H -1.425 4.392 1.271
H -0.005 1.056 -1.433
H 1.756 0.064 4.901
H 2.672 -1.276 5.567
H -2.302 2.899 3.108
H -4.839 -0.376 0.304
H -1.146 -2.768 5.203
H -3.509 1.837 -0.840
H 0.373 -3.318 -3.914
H -0.066 -2.134 -8.462
H 1.282 3.286 2.249
H -2.091 1.143 3.299
H -0.432 -2.800 -6.171
H 2.099 3.831 0.116
H 0.672 -2.205 6.695
H 1.161 -2.910 4.266
H -1.740 -1.206 2.908
H -0.432 -0.457 -6.999
H -1.407 -0.808 6.901
H -0.826 0.262 5.629
H -3.676 -2.114 -1.723
H 4.391 2.162 1.052
H -3.952 -1.826 0.864
H 3.840 0.552 1.645
H 1.716 -1.596 -8.457
H -0.125 3.488 3.330

***

# 6
The following is a DFT calculation (wB97M-V/def2-TZVPD) of a structure of composition C23H48O5P4Sn at a distorted geometry.

Values from the calculation:
frontier orbital gap (spin up / spin down)	5.466 / 4.439	eV
total charge	+4
E_tot	-2859.46256	hartree
E_HOMO (spin up / spin down)	-20.231 / -19.624	eV

CARTESIAN COORDINATES (ANGSTROEM)
Sn -0.202 0.120 -1.564
P 0.627 -0.757 2.268
P 2.694 -0.267 -0.785
P -2.260 -1.701 -0.786
P -0.940 3.064 -1.229
O -0.495 0.603 2.417
O 1.620 2.470 0.805
O -0.060 -1.709 3.367
O -2.935 1.219 0.713
O 0.469 -1.953 1.097
C -1.458 0.035 -4.172
C -1.142 2.305 4.314
C 0.803 -3.391 1.394
C -2.959 -1.968 0.863
C -0.811 -1.201 -4.017
C 0.965 -0.759 5.378
C 1.347 -0.075 -4.070
C 0.009 4.131 -2.373
C 3.230 -1.807 -1.607
C 2.025 -3.641 2.223
C -3.716 -1.560 -1.862
C 0.694 1.158 -4.228
C -1.009 4.154 0.228
C 3.850 0.946 -1.497
C 0.592 -1.255 -3.958
C -0.286 -1.306 4.743
C -1.625 -3.342 -1.210
C -0.703 1.214 -4.280
C 1.154 1.732 0.031
C 3.416 -0.537 0.871
C -2.074 0.881 0.005
C -0.191 1.894 3.187
C -2.619 3.309 -1.902
H -2.551 0.089 -4.252
H -1.210 2.164 -4.486
H 3.149 0.295 1.537
H -2.767 4.379 -2.119
H 1.068 4.107 -2.097
H -0.803 3.291 4.686
H 4.860 0.503 -1.495
H -3.637 -1.143 1.115
H -1.077 -3.311 -2.157
H -2.182 2.467 3.984
H -0.589 -2.253 5.191
H -4.403 -2.369 -1.564
H -1.388 -2.134 -4.016
H 0.831 1.857 3.609
H 2.437 -0.112 -4.104
H 1.742 -1.530 5.467
H 2.948 -3.485 1.651
H -0.946 -3.679 -0.417
H -2.154 -2.011 1.609
H -0.167 2.683 2.416
H -0.065 -3.835 1.889
H 3.825 1.860 -0.887
H -3.361 2.959 -1.176
H -1.405 5.134 -0.084
H -2.494 -4.012 -1.299
H -3.504 -2.927 0.821
H 0.896 -3.898 0.422
H -4.187 -0.580 -1.713
H -1.674 3.719 0.982
H 1.294 2.064 -4.347
H -1.087 1.620 5.175
H 1.423 0.065 4.806
H 1.093 -2.222 -3.850
H -0.008 4.264 0.663
H 3.031 -1.475 1.303
H -2.733 2.724 -2.820
H 4.288 -1.987 -1.360
H 0.701 -0.419 6.387
H 2.010 -4.707 2.504
H -0.371 5.165 -2.298
H -1.124 -0.599 4.825
H 3.531 1.187 -2.517
H -3.419 -1.659 -2.914
H 4.513 -0.595 0.758
H 2.623 -2.643 -1.246
H -0.074 3.772 -3.404
H 2.005 -3.050 3.146
H 3.100 -1.739 -2.690

***

Q: Number 2 is which compound?
A: C23H47NO11S4Si

***

Copy entry 1 word for word.
The following is a DFT calculation (wB97M-V/def2-TZVPD) of a cluster of 6 separate species, C23H47N2O10 in total at a distorted geometry.

Values from the calculation:
relative energy (zero: lowest compared OMol25 entry of this formula, charge and spin)	0.0	kcal per mole
frontier orbital gap	2.940	eV
total charge	-1
E_tot	-1766.33754	hartree
E_HOMO	-0.949	eV

CARTESIAN COORDINATES (ANGSTROEM)
O -5.920 1.513 3.735
O -3.532 -0.203 -0.719
O -2.237 1.359 -1.667
O 7.114 -3.936 -3.165
O 3.239 0.175 -3.728
O 6.914 -1.708 -3.080
O 0.605 -2.924 2.982
O 2.537 -4.017 2.691
O 1.302 -0.205 -2.671
O -6.868 3.071 2.436
N -1.554 5.519 1.789
N -0.182 5.479 1.618
C 8.690 -2.710 -4.450
C -1.877 2.223 -2.759
C -5.778 0.808 4.981
C 1.237 -3.798 2.396
C -3.374 0.632 -1.605
C 7.426 -0.375 -3.258
C -8.099 2.454 4.371
C -6.908 2.391 3.457
C -4.477 0.927 -2.581
C -1.316 2.870 2.257
C -2.501 3.595 -2.594
C 0.605 -4.578 1.279
C 2.645 -0.306 -2.767
C 3.311 -5.127 2.201
C -2.096 4.292 2.061
C 3.407 -0.934 -1.635
C -6.620 -0.452 4.990
C -3.756 4.253 2.242
C 0.497 -0.886 -1.691
C 7.052 0.172 -4.622
C 7.534 -2.832 -3.498
C 3.885 -4.824 0.831
C 0.442 -0.101 -0.395
H 4.483 -3.907 0.860
H 0.839 -1.915 -1.548
H -5.989 1.464 5.831
H -4.720 0.532 5.061
H 7.395 1.205 -4.731
H 0.070 0.912 -0.577
H -4.164 5.125 2.907
H -0.215 -0.594 0.327
H 0.671 -3.999 0.355
H -7.878 2.186 5.402
H 1.043 -5.563 1.128
H -6.465 -1.014 5.916
H 9.248 -1.781 -4.348
H -2.118 1.763 -3.722
H 4.518 -5.647 0.487
H -4.127 1.318 -3.535
H -4.303 4.219 1.205
H 4.134 -5.267 2.910
H 3.097 -4.663 0.090
H 7.487 -0.424 -5.428
H -0.512 -0.952 -2.112
H 3.747 -0.151 -0.953
H -4.018 3.224 2.786
H -1.657 2.441 3.318
H -2.179 4.265 -3.396
H 1.433 0.003 0.055
H 2.728 -6.052 2.220
H -0.448 -4.747 1.527
H -3.593 3.544 -2.604
H 8.503 -0.339 -3.070
H -2.214 4.032 -1.632
H 2.839 -1.681 -1.083
H -0.149 2.921 2.249
H -6.359 -1.093 4.142
H -4.998 -0.008 -2.808
H 9.399 -3.517 -4.239
H -8.463 3.487 4.395
H -0.786 2.321 -2.729
H -5.178 1.632 -2.128
H -7.686 -0.226 4.898
H 5.966 0.144 -4.760
H -1.706 2.081 1.451
H 0.311 5.125 2.474
H 8.323 -2.810 -5.474
H 6.957 0.243 -2.484
H 4.275 -1.456 -2.050
H -8.885 1.803 3.981